{
  "formula": "C36H67INO17S4",
  "method": "ωB97M-V/def2-TZVPD",
  "elements": ["C", "C", "C", "C", "C", "C", "C", "C", "C", "C", "C", "C", "C", "C", "C", "C", "C", "C", "C", "C", "C", "C", "C", "O", "C", "C", "N", "C", "C", "C", "I", "H", "H", "H", "H", "H", "H", "H", "H", "H", "H", "H", "H", "H", "H", "H", "H", "H", "H", "H", "H", "H", "H", "H", "H", "H", "H", "H", "H", "H", "H", "H", "H", "H", "H", "H", "H", "H", "H", "H", "H", "H", "H", "H", "H", "H", "H", "H", "H", "H", "H", "H", "C", "C", "O", "S", "O", "O", "O", "H", "H", "H", "H", "C", "C", "O", "S", "O", "O", "O", "H", "H", "H", "H", "C", "C", "O", "S", "O", "O", "O", "H", "H", "H", "H", "C", "C", "O", "S", "O", "O", "O", "H", "H", "H", "H"],
  "positions_angstrom": [[-5.446, 1.322, -2.377], [-3.954, 1.369, -1.781], [-3.308, 2.778, -2.204], [-1.781, 2.874, -1.697], [-0.875, 1.641, -2.188], [-0.918, 1.370, -3.774], [-0.312, 2.559, -4.675], [1.212, 2.954, -4.320], [2.285, 2.318, -5.334], [2.452, 0.723, -5.193], [3.162, 0.264, -3.818], [2.193, -0.548, -2.827], [1.989, -2.092, -3.215], [0.668, -2.717, -2.483], [0.923, -2.983, -0.920], [0.845, -1.707, 0.001], [1.115, -1.841, 1.515], [1.448, -3.273, 2.075], [1.762, -3.396, 3.632], [0.473, -3.572, 4.572], [0.441, -2.527, 5.794], [1.802, -2.431, 6.636], [1.859, -0.961, 7.336], [2.680, -0.056, 6.517], [3.216, 1.010, 7.325], [1.458, -4.432, 1.062], [1.211, -4.304, -0.367], [1.301, -5.521, -1.223], [2.614, -6.423, -0.973], [3.568, -6.489, -2.295], [2.624, -7.445, -4.003], [-5.837, 0.242, -2.469], [-5.409, 1.800, -3.429], [-6.116, 1.973, -1.715], [-3.373, 0.488, -2.256], [-3.910, 1.201, -0.644], [-3.302, 2.807, -3.352], [-3.932, 3.671, -1.833], [-1.804, 2.853, -0.546], [-1.345, 3.880, -2.043], [0.209, 1.743, -1.791], [-1.280, 0.681, -1.679], [-0.401, 0.380, -4.073], [-2.021, 1.242, -4.062], [-0.360, 2.228, -5.773], [-0.988, 3.483, -4.584], [1.477, 2.750, -3.211], [1.273, 4.105, -4.438], [1.941, 2.545, -6.404], [3.268, 2.899, -5.178], [3.115, 0.358, -6.070], [1.428, 0.231, -5.353], [3.448, 1.242, -3.269], [4.150, -0.296, -3.995], [1.161, -0.071, -2.682], [2.705, -0.529, -1.789], [1.852, -2.146, -4.353], [2.874, -2.728, -2.842], [0.259, -3.634, -3.037], [-0.143, -1.900, -2.559], [0.606, -0.693, -0.486], [1.097, -0.937, 2.215], [2.298, -2.414, 3.934], [2.553, -4.220, 3.800], [-0.532, -3.495, 4.037], [0.517, -4.635, 5.025], [0.122, -1.517, 5.363], [-0.382, -2.869, 6.529], [2.760, -2.509, 6.017], [1.890, -3.235, 7.461], [2.369, -1.006, 8.370], [0.808, -0.500, 7.451], [3.631, 1.889, 6.699], [2.424, 1.448, 8.030], [4.105, 0.686, 7.995], [1.679, -5.491, 1.461], [0.379, -6.175, -0.976], [1.246, -5.322, -2.346], [2.296, -7.501, -0.709], [3.289, -6.060, -0.128], [4.465, -7.138, -1.979], [3.931, -5.423, -2.477], [-1.695, 8.132, -3.270], [-0.539, 7.145, -3.220], [-1.127, 5.873, -3.495], [-2.381, 6.075, -4.506], [-1.927, 5.805, -5.842], [-3.532, 5.448, -3.934], [-2.530, 7.682, -4.338], [-2.279, 8.104, -2.346], [-1.358, 9.153, -3.454], [-0.040, 7.137, -2.251], [0.194, 7.355, -4.004], [1.773, -9.072, 6.564], [3.192, -8.956, 6.029], [3.100, -8.047, 4.930], [1.929, -6.967, 5.234], [2.539, -5.780, 5.759], [1.029, -6.949, 4.120], [1.223, -7.756, 6.460], [1.170, -9.742, 5.945], [1.748, -9.415, 7.599], [3.593, -9.916, 5.703], [3.860, -8.518, 6.776], [-5.305, 6.194, -8.442], [-4.150, 5.206, -8.387], [-4.736, 3.933, -8.661], [-5.988, 4.135, -9.676], [-5.535, 3.863, -11.008], [-7.139, 3.506, -9.104], [-6.138, 5.743, -9.511], [-5.891, 6.167, -7.519], [-4.967, 7.214, -8.626], [-3.652, 5.202, -7.418], [-3.416, 5.415, -9.171], [-0.569, 2.996, 8.175], [0.181, 3.723, 9.280], [-0.762, 3.861, 10.341], [-1.767, 2.586, 10.325], [-1.298, 1.630, 11.284], [-3.113, 3.071, 10.306], [-1.392, 2.039, 8.842], [-1.221, 3.681, 7.625], [0.105, 2.499, 7.477], [0.548, 4.699, 8.961], [1.019, 3.123, 9.649]],
  "orbital_gap_ev": 7.95,
  "total_charge": 1,
  "e_tot_ev": -126140.450,
  "homo_energy_ev": -11.77,
  "lumo_energy_ev": -3.82
}